<w>
C3H9N3O2 | ωB97M-V with the def2-TZVPD basis set

Structure (XYZ):
```
17
C3H9N3O2, DFT ωB97M-V with the def2-TZVPD basis set
C 0.29686 1.88705 1.24770
C 0.91888 1.34001 -1.14847
C 0.12071 0.93836 0.01877
N -0.69278 -0.05621 -0.08598
N -1.38707 -2.71538 -0.33425
N -0.39775 -2.17490 -0.70855
O -1.68197 -3.25119 0.74711
O 0.65830 -2.26936 0.13746
H -0.37184 2.70272 1.12896
H -0.08511 1.51101 2.12668
H 1.25494 2.19982 1.39822
H 1.99774 0.93858 -1.03653
H 1.01614 2.46914 -1.23100
H 0.46388 0.95088 -1.99514
H 1.15002 -1.45772 -0.06731
H -1.05899 -0.44216 0.74396
H -2.20199 -2.57064 -0.94163
```

Values from the calculation:
**Gap between HOMO and LUMO**: 9.5 eV
**HOMO**: -0.324 hartree

=====

<x>
C3H9N3O2 | ωB97M-V with the def2-TZVPD basis set

Structure (XYZ):
```
17
C3H9N3O2, DFT ωB97M-V with the def2-TZVPD basis set
C -1.12292 1.17746 -0.56055
C 0.10659 1.21417 -1.07658
N 0.61989 2.30133 -1.77578
N -1.52838 -0.06943 0.08837
H -1.83968 1.98149 -0.54452
H 0.76620 0.36112 -0.96849
H 1.58270 2.49386 -1.53381
H 0.08275 3.15209 -1.70821
H -2.52864 -0.20044 0.03481
H -1.17126 -0.25675 1.07282
H -0.99965 -0.90994 -0.30748
N 1.57185 -2.33387 1.40873
C 0.42344 -1.61230 1.09811
O 0.06454 -1.68164 -0.12878
O -0.16106 -0.96498 1.99335
H 2.15573 -2.54261 0.61419
H 1.97787 -2.10954 2.29379
```

Values from the calculation:
**Gap between HOMO and LUMO**: 9.5 eV
**HOMO**: -0.315 hartree

=====

Order of stability, best first: <x>, <w>